1.
{
  "formula": "C3H5BrN4",
  "method": "ωB97M-V/def2-TZVPD",
  "lumo_ev": [-0.084, -0.084],
  "e_above_lowest_kcal_mol": 131.0,
  "charge": 0,
  "e_homo_ev": [-7.032, -7.031],
  "e_tot_ha": -2910.14813,
  "symbols": ["C", "C", "C", "N", "N", "N", "N", "Br", "H", "H", "H", "H", "H"],
  "xyz": [[-1.364, 0.145, 0.007], [1.044, 1.442, 0.334], [-0.693, -1.010, 0.066], [1.446, 0.243, 0.258], [0.784, -0.880, 0.166], [1.282, 2.613, -0.098], [-1.022, -2.398, 0.058], [-3.193, 0.590, -0.100], [1.352, -1.580, 0.637], [0.860, 3.422, 0.393], [1.925, 2.833, -0.827], [-2.013, -2.768, -0.185], [-0.408, -2.652, -0.708]],
  "forces_ev_per_a": [[2.29, 0.06, 0.05], [-2.32, -5.26, 0.10], [-1.89, 2.28, 0.69], [-0.06, 2.48, 0.15], [0.07, -0.26, 0.17], [-0.15, 2.94, 0.60], [-0.50, -0.73, -1.02], [0.50, -0.65, 0.12], [-0.81, -0.32, -0.14], [0.58, -0.98, -0.49], [0.24, -0.09, -0.68], [2.21, 1.83, 0.59], [-0.18, -1.28, -0.14]],
  "lowdin_charge": [-0.609, -0.164, -0.525, 0.024, -0.018, 0.130, 0.040, 0.542, 0.138, 0.139, 0.114, 0.128, 0.061]
}

***

2.
{
  "formula": "C3H5BrO",
  "method": "ωB97M-V/def2-TZVPD",
  "lumo_ev": 0.666,
  "e_above_lowest_kcal_mol": 13.8,
  "smiles": "CC=C=O.Br",
  "charge": 0,
  "e_homo_ev": -8.738,
  "e_tot_ha": -2766.51412,
  "symbols": ["C", "C", "C", "O", "Br", "H", "H", "H", "H", "H"],
  "xyz": [[-0.050, 1.177, 1.300], [-0.100, -1.266, 0.806], [0.400, 0.151, 0.571], [-0.450, 1.984, 2.075], [-0.616, 0.984, -3.136], [0.452, 1.487, -3.837], [0.801, -1.936, 0.899], [-0.684, -1.636, -0.110], [-0.710, -1.333, 1.680], [0.958, 0.390, -0.249]],
  "forces_ev_per_a": [[-0.47, 0.08, 1.47], [0.90, -0.58, -1.97], [-2.17, 0.69, 2.51], [0.93, -1.53, -1.97], [-1.02, -0.48, 0.69], [1.03, 0.48, -0.69], [-0.99, 0.49, 0.08], [0.69, 0.50, 1.35], [-0.36, -0.15, 0.52], [1.46, 0.51, -2.00]],
  "lowdin_charge": [-0.170, -0.104, -0.170, 0.137, 0.363, -0.328, 0.083, 0.091, 0.057, 0.042]
}

***

3.
{
  "formula": "C3H5BrO",
  "method": "ωB97M-V/def2-TZVPD",
  "lumo_ev": 0.700,
  "e_above_lowest_kcal_mol": 63.0,
  "charge": 0,
  "e_homo_ev": -10.073,
  "e_tot_ha": -2766.43564,
  "symbols": ["C", "C", "C", "O", "Br", "H", "H", "H", "H", "H"],
  "xyz": [[0.098, -0.520, -0.236], [-0.870, -1.627, -0.193], [-0.245, 0.869, -0.751], [-0.372, -1.159, 0.940], [-0.554, -3.454, -1.032], [1.507, -1.068, -0.511], [-1.877, -1.276, -0.575], [-0.739, 1.478, -0.006], [-0.916, 0.698, -1.587], [0.661, 1.447, -0.963]],
  "forces_ev_per_a": [[4.71, -2.83, -1.57], [-1.34, 0.26, -4.16], [0.55, -0.48, 1.02], [0.17, 0.77, 2.36], [0.00, 1.35, 1.06], [-4.30, 1.97, 0.73], [0.73, -1.00, 1.06], [-0.46, -0.12, 0.34], [0.19, 0.49, -0.34], [-0.24, -0.40, -0.49]],
  "lowdin_charge": [-0.347, -0.724, -0.051, -0.020, 0.549, 0.239, 0.116, 0.080, 0.079, 0.079]
}

***

Repeat the second record exactly.
{
  "formula": "C3H5BrO",
  "method": "ωB97M-V/def2-TZVPD",
  "lumo_ev": 0.666,
  "e_above_lowest_kcal_mol": 13.8,
  "smiles": "CC=C=O.Br",
  "charge": 0,
  "e_homo_ev": -8.738,
  "e_tot_ha": -2766.51412,
  "symbols": ["C", "C", "C", "O", "Br", "H", "H", "H", "H", "H"],
  "xyz": [[-0.050, 1.177, 1.300], [-0.100, -1.266, 0.806], [0.400, 0.151, 0.571], [-0.450, 1.984, 2.075], [-0.616, 0.984, -3.136], [0.452, 1.487, -3.837], [0.801, -1.936, 0.899], [-0.684, -1.636, -0.110], [-0.710, -1.333, 1.680], [0.958, 0.390, -0.249]],
  "forces_ev_per_a": [[-0.47, 0.08, 1.47], [0.90, -0.58, -1.97], [-2.17, 0.69, 2.51], [0.93, -1.53, -1.97], [-1.02, -0.48, 0.69], [1.03, 0.48, -0.69], [-0.99, 0.49, 0.08], [0.69, 0.50, 1.35], [-0.36, -0.15, 0.52], [1.46, 0.51, -2.00]],
  "lowdin_charge": [-0.170, -0.104, -0.170, 0.137, 0.363, -0.328, 0.083, 0.091, 0.057, 0.042]
}